# C10H30F3N6O4Sr

A structure of composition C10H30F3N6O4Sr in a non-equilibrium geometry (wB97M-V/def2-TZVPD, OMol25).

Element x y z (Å)
Sr (-0.256, -0.129, 0.511)
F (-1.074, -1.061, -1.744)
F (-0.360, 1.527, 2.419)
F (-1.021, -2.189, 1.780)
C (-3.867, 2.029, 1.594)
C (-3.448, 0.649, 1.086)
C (-4.605, -0.240, 0.645)
O (-5.267, 0.308, -0.476)
C (-6.515, -0.330, -0.760)
N (-2.617, 0.894, -0.107)
H (-4.554, 1.950, 2.444)
H (-4.366, 2.623, 0.822)
H (-2.999, 2.617, 1.895)
H (-2.920, 0.133, 1.896)
H (-5.275, -0.305, 1.515)
H (-4.211, -1.245, 0.459)
H (-6.420, -0.589, -1.819)
H (-7.278, 0.453, -0.787)
H (-6.772, -1.159, -0.111)
H (-2.453, 1.876, -0.282)
H (-3.096, 0.537, -0.923)
C (2.355, -0.989, -2.021)
C (2.298, -2.235, -1.157)
C (3.498, -2.359, -0.250)
O (3.529, -3.651, 0.308)
C (4.774, -4.022, 0.842)
N (1.035, -2.194, -0.392)
H (1.394, -0.699, -2.454)
H (3.133, -0.968, -2.791)
H (2.570, -0.074, -1.445)
H (2.197, -3.074, -1.858)
H (3.457, -1.551, 0.492)
H (4.440, -2.190, -0.800)
H (5.551, -3.934, 0.078)
H (4.641, -5.005, 1.289)
H (5.020, -3.383, 1.705)
H (0.250, -2.117, -1.054)
H (0.888, -3.111, 0.023)
C (2.762, 1.142, 2.061)
O (2.081, 0.367, 1.396)
N (4.119, 1.025, 2.196)
N (2.183, 2.221, 2.622)
H (4.613, 1.530, 2.905)
H (4.600, 0.265, 1.753)
H (2.681, 2.698, 3.349)
H (1.183, 2.358, 2.484)
C (0.607, 2.409, -2.046)
O (0.571, 1.787, -0.981)
N (0.133, 1.852, -3.188)
N (0.960, 3.720, -2.033)
H (-0.586, 1.162, -2.985)
H (0.076, 2.363, -4.048)
H (1.081, 4.212, -2.898)
H (1.282, 4.096, -1.161)

The LUMO energy comes out at 2.467 eV. Its total energy is -1359.08796 hartree. The value obtained for the orbital gap is 7.31 eV. The spin multiplicity is 1. The calculation puts the energy above the lowest of the compared OMol25 structures with the same formula, charge and spin at 0.0 kcal per mole. Its total charge is -1.



# C5H12O2

A cluster of 2 separate species, C5H12O2 in total (wB97M-V/def2-TZVPD, OMol25).

Element x y z (Å)
C (2.088, -0.197, 0.625)
C (0.912, 0.785, 0.695)
C (-0.443, 0.133, 0.636)
O (-0.680, -0.821, 1.604)
C (-1.433, 0.376, -0.227)
C (-1.422, 1.304, -1.407)
O (-0.415, -2.533, -0.872)
H (2.101, -0.902, 1.466)
H (2.055, -0.792, -0.293)
H (3.037, 0.347, 0.659)
H (0.971, 1.357, 1.633)
H (0.997, 1.517, -0.113)
H (-0.437, -1.644, -1.245)
H (0.134, -0.991, 2.092)
H (-2.354, -0.179, -0.053)
H (-0.410, 1.588, -1.714)
H (-1.897, 0.815, -2.266)
H (-1.985, 2.225, -1.214)
H (-0.820, -2.388, -0.006)

The LUMO energy comes out at 0.768 eV. Its total energy is -348.16870 hartree. As for the SMILES: C/C=C(/O)CC.O. The value obtained for the orbital gap is 9.53 eV. The spin multiplicity is 1. The calculation puts the energy above the lowest of the compared OMol25 structures with the same formula, charge and spin at 22.7 kcal per mole.



# H6IO3

A cluster of 4 separate species, H6IO3 in total in a non-equilibrium geometry (wB97M-V/def2-TZVPD, OMol25).

Element x y z (Å)
I (0.105, 0.042, -0.106)
O (-2.603, -2.047, 0.418)
H (-2.625, -1.688, -0.413)
H (-1.829, -1.695, 0.700)
O (3.657, -0.582, 0.731)
H (3.537, -1.480, 0.800)
H (2.957, -0.204, 0.398)
O (-1.262, 2.552, -1.238)
H (-0.458, 2.204, -0.935)
H (-1.479, 2.898, -0.356)

The LUMO energy comes out at 3.615 eV. Its total energy is -527.08415 hartree. The value obtained for the orbital gap is 7.80 eV. The spin multiplicity is 1. The calculation puts the energy above the lowest of the compared OMol25 structures with the same formula, charge and spin at 29.8 kcal per mole. Its total charge is -1.



Q: Which of these has the highest energy above the lowest of the compared OMol25 structures with the same formula, charge and spin?
A: H6IO3



Q: The highest orbital gap belongs to which entry?
A: C5H12O2



Q: Which value of LUMO energy does entry 1 give?
A: 2.467 eV